1.
The following is a DFT calculation (ωB97M-V with the def2-TZVPD basis set) of a structure of composition C46H70BrN5O5S2Si2Sn.

Cartesian coordinates (Å):
Sn1 0.207 -1.363 -0.915
O1 2.460 -3.884 -3.227
C1 1.952 -3.370 -2.269
N1 0.619 -3.098 -2.034
C2 -0.384 -3.600 -2.859
O2 -0.246 -4.121 -3.931
C3 -1.740 -3.473 -2.210
C4 -2.859 -4.003 -2.824
C5 -4.082 -3.862 -2.187
C6 -4.134 -3.196 -0.972
C7 -2.964 -2.688 -0.437
N2 -1.785 -2.832 -1.039
C8 2.790 -2.997 -1.064
C9 4.085 -3.459 -0.939
C10 4.800 -3.119 0.199
C11 4.194 -2.336 1.170
C12 2.894 -1.912 0.970
N3 2.209 -2.239 -0.128
H1 -2.749 -4.507 -3.774
H2 -4.982 -4.264 -2.633
H3 -5.070 -3.062 -0.447
H4 -2.962 -2.141 0.496
H5 4.493 -4.074 -1.729
H6 5.817 -3.465 0.330
H7 4.720 -2.051 2.071
H8 2.375 -1.299 1.695
C13 2.186 3.263 -0.473
C14 1.159 2.551 0.396
C15 0.193 3.566 0.992
C16 1.848 1.773 1.505
O3 0.422 1.550 -0.384
Si1 -0.625 1.867 -1.625
S1 -1.344 -0.090 -2.189
O4 0.241 2.516 -2.818
C17 -0.091 3.371 -3.947
C18 -0.464 4.752 -3.431
C19 1.171 3.430 -4.791
C20 -1.237 2.733 -4.719
O5 -1.867 2.799 -1.213
C21 -3.216 2.677 -0.704
C22 -3.587 4.066 -0.210
C23 -4.130 2.247 -1.840
C24 -3.247 1.672 0.442
H9 2.705 4.011 0.129
H10 1.711 3.767 -1.313
H11 2.927 2.571 -0.870
H12 0.736 4.230 1.666
H13 -0.596 3.066 1.555
H14 -0.272 4.175 0.218
H15 2.480 2.439 2.094
H16 2.482 0.988 1.086
H17 1.111 1.309 2.160
H18 0.382 5.211 -2.917
H19 -1.306 4.694 -2.743
H20 -0.744 5.397 -4.265
H21 1.995 3.854 -4.215
H22 1.009 4.053 -5.671
H23 1.454 2.429 -5.121
H24 -2.153 2.730 -4.123
H25 -0.988 1.704 -4.986
H26 -1.435 3.287 -5.637
H27 -3.495 4.791 -1.019
H28 -2.932 4.372 0.607
H29 -4.618 4.079 0.148
H30 -4.154 3.009 -2.620
H31 -5.147 2.110 -1.468
H32 -3.800 1.303 -2.278
H33 -2.556 1.975 1.231
H34 -2.969 0.675 0.093
H35 -4.253 1.624 0.863
S2 4.980 1.178 -5.098
C25 3.755 0.530 -4.031
C26 2.582 -0.082 -4.473
C27 1.669 -0.527 -3.548
N4 1.854 -0.409 -2.224
C28 2.977 0.182 -1.797
C29 3.940 0.661 -2.651
C30 4.606 0.313 -6.609
C31 3.956 0.962 -7.646
C32 3.692 0.238 -8.803
N5 4.029 -1.038 -8.961
C33 4.665 -1.641 -7.961
C34 4.983 -1.013 -6.765
H36 2.381 -0.221 -5.526
H37 0.748 -0.994 -3.873
H38 3.111 0.252 -0.725
H39 4.831 1.128 -2.252
H40 3.671 2.003 -7.566
H41 3.184 0.709 -9.637
H42 4.939 -2.678 -8.123
H43 5.511 -1.542 -5.983
C35 -1.413 1.023 6.492
C36 -0.752 0.684 5.132
C37 -1.304 1.621 4.041
C38 0.760 0.928 5.248
Si2 -1.188 -1.115 4.816
Br1 -0.411 -1.322 1.550
C39 0.047 -2.452 5.290
C40 1.441 -2.270 4.665
C41 0.153 -2.324 6.831
C42 -0.429 -3.870 4.943
C43 -2.987 -1.589 4.540
C44 -3.868 -0.412 4.100
C45 -3.441 -2.049 5.951
C46 -3.201 -2.738 3.543
H44 -1.189 2.068 6.720
H45 -1.024 0.420 7.315
H46 -2.499 0.923 6.470
H47 -0.843 2.604 4.172
H48 -2.380 1.754 4.106
H49 -1.061 1.276 3.033
H50 0.913 1.983 5.488
H51 1.283 0.722 4.313
H52 1.225 0.348 6.044
H53 1.946 -1.367 4.999
H54 1.396 -2.269 3.576
H55 2.054 -3.122 4.969
H56 0.573 -1.371 7.153
H57 0.822 -3.113 7.186
H58 -0.806 -2.468 7.336
H59 -0.499 -4.023 3.865
H60 -1.385 -4.125 5.398
H61 0.308 -4.576 5.331
H62 -3.893 0.395 4.831
H63 -4.892 -0.780 3.995
H64 -3.562 -0.005 3.135
H65 -3.343 -1.266 6.707
H66 -2.914 -2.936 6.302
H67 -4.503 -2.305 5.891
H68 -2.802 -2.503 2.558
H69 -4.278 -2.893 3.441
H70 -2.768 -3.679 3.872

net charge	+2
energy relative to the best compared isomer or geometry (same formula, charge and spin)	93.2	kJ/mol
orbital gap	0.2536	hartree

2.
The following is a DFT calculation (ωB97M-V with the def2-TZVPD basis set) of a structure of composition C46H70O37S in a non-equilibrium geometry.

Cartesian coordinates (Å):
C1 19.543 18.777 15.957
C2 19.764 17.484 15.108
O1 20.443 17.873 13.906
S1 21.356 19.082 14.282
O2 21.334 20.006 13.217
O3 22.593 18.495 14.650
O4 20.575 19.640 15.549
H1 19.824 18.614 17.014
H2 18.656 19.243 15.813
H3 18.957 16.849 14.946
H4 20.487 16.842 15.576
C3 14.033 14.535 12.227
C4 15.488 14.460 12.573
C5 15.856 14.657 14.030
O5 16.841 13.666 14.350
C6 16.775 12.706 13.426
O6 17.319 11.614 13.557
O7 15.947 13.034 12.460
H5 13.493 15.481 12.386
H6 13.508 13.717 12.695
H7 14.033 14.373 11.201
H8 16.093 14.943 11.843
H9 15.004 14.452 14.613
H10 16.307 15.615 14.283
C7 8.268 15.647 14.990
C8 9.259 14.637 14.480
C9 9.195 14.357 12.957
O8 9.882 15.529 12.565
C10 10.853 15.846 13.442
O9 11.682 16.669 13.199
O10 10.602 15.251 14.635
H11 7.282 15.309 14.715
H12 8.458 16.611 14.562
H13 8.261 15.689 16.092
H14 9.246 13.706 14.998
H15 8.258 14.432 12.557
H16 9.730 13.403 12.785
C11 12.723 19.883 14.072
C12 13.394 21.008 13.235
C13 14.782 21.378 13.650
O11 15.483 21.670 12.394
C14 14.821 21.054 11.401
O12 15.235 20.802 10.301
O13 13.594 20.656 11.841
H17 13.176 19.973 15.033
H18 13.007 18.898 13.668
H19 11.640 20.163 14.082
H20 12.718 21.862 13.222
H21 15.246 20.547 14.099
H22 14.742 22.240 14.270
C15 11.707 16.393 17.733
C16 12.926 17.080 17.075
C17 13.317 18.390 17.687
O14 14.680 18.507 17.146
C18 15.130 17.261 16.914
O15 16.223 17.071 16.442
O16 14.150 16.375 17.140
H23 10.846 17.024 17.495
H24 11.801 16.300 18.805
H25 11.655 15.370 17.323
H26 12.665 17.248 16.031
H27 13.337 18.428 18.832
H28 12.768 19.237 17.296
C19 12.213 12.612 14.942
C20 11.578 11.605 15.884
C21 12.155 11.537 17.340
O17 11.303 12.468 18.049
C22 10.215 12.794 17.347
O18 9.451 13.607 17.738
O19 10.230 12.131 16.130
H29 11.367 12.951 14.235
H30 13.023 12.212 14.370
H31 12.595 13.539 15.370
H32 11.505 10.642 15.432
H33 13.239 11.747 17.458
H34 11.802 10.611 17.764
C23 18.497 9.859 17.403
C24 17.648 10.263 16.204
C25 17.454 9.229 15.066
O20 16.058 9.168 14.926
C26 15.424 10.032 15.767
O21 14.307 10.380 15.736
O22 16.267 10.473 16.761
H35 17.935 9.087 17.912
H36 18.452 10.753 17.939
H37 19.489 9.573 17.185
H38 17.954 11.196 15.739
H39 17.899 8.301 15.324
H40 17.899 9.553 14.162
C27 18.636 19.310 9.707
C28 18.394 19.033 11.200
C29 18.314 20.209 12.178
O23 17.428 19.702 13.244
C30 16.641 18.833 12.633
O24 15.705 18.262 13.174
O25 17.077 18.414 11.388
H41 17.888 19.890 9.203
H42 18.543 18.335 9.237
H43 19.649 19.695 9.409
H44 19.110 18.358 11.595
H45 17.812 21.026 11.712
H46 19.327 20.371 12.582
C31 18.920 12.382 10.199
C32 19.697 13.556 10.838
C33 20.002 14.764 9.962
O26 19.530 15.850 10.811
C34 18.796 15.372 11.839
O27 18.215 16.151 12.565
O28 18.892 14.060 11.942
H47 17.962 12.772 9.736
H48 18.653 11.805 11.105
H49 19.531 11.854 9.482
H50 20.579 13.118 11.351
H51 19.325 14.770 9.120
H52 21.017 14.798 9.637
C35 16.104 13.827 18.086
C36 17.468 14.163 18.676
C37 18.633 14.504 17.734
O29 18.914 15.860 17.944
C38 18.007 16.427 18.790
O30 17.979 17.600 19.000
O31 17.245 15.531 19.368
H53 15.263 13.911 18.789
H54 16.168 12.846 17.669
H55 15.790 14.439 17.234
H56 17.694 13.480 19.471
H57 18.330 14.422 16.686
H58 19.593 13.910 17.862
C39 13.411 17.997 9.759
C40 14.268 17.301 8.760
C41 15.494 18.129 8.245
O32 16.550 17.184 8.241
C42 16.169 16.085 8.890
O33 16.831 15.121 9.118
O34 14.906 16.154 9.219
H59 12.893 18.771 9.112
H60 14.055 18.523 10.526
H61 12.528 17.454 10.180
H62 13.672 17.015 7.854
H63 15.723 18.863 9.002
H64 15.339 18.489 7.236
C43 14.120 10.114 9.974
C44 13.350 9.578 11.151
C45 13.885 9.921 12.554
O35 12.622 10.041 13.245
C46 11.618 10.267 12.427
O36 10.534 10.651 12.644
O37 12.040 10.030 11.165
H65 15.127 10.075 10.251
H66 13.922 11.157 9.747
H67 13.835 9.539 9.046
H68 13.338 8.499 10.903
H69 14.329 10.941 12.624
H70 14.348 9.166 13.165

orbital gap	0.3989	hartree

Number 1: lowest unoccupied orbital energy -6.288 eV. Number 2: lowest unoccupied orbital energy 0.408 eV.